{
  "formula": "C28H76N20O25S3",
  "method": "ωB97M-V/def2-TZVPD",
  "homo_ev": -9.414,
  "total_energy_ev": -143759.2108,
  "elements": ["C", "O", "N", "N", "H", "H", "H", "H", "C", "O", "N", "N", "H", "H", "H", "H", "C", "O", "N", "N", "H", "H", "H", "H", "C", "O", "N", "N", "H", "H", "H", "H", "C", "O", "N", "N", "H", "H", "H", "H", "C", "O", "N", "N", "H", "H", "H", "H", "C", "O", "N", "N", "H", "H", "H", "H", "C", "O", "N", "N", "H", "H", "H", "H", "C", "O", "N", "N", "H", "H", "H", "H", "C", "O", "N", "N", "H", "H", "H", "H", "C", "C", "O", "S", "O", "O", "O", "H", "H", "H", "H", "C", "C", "O", "S", "O", "O", "O", "H", "H", "H", "H", "C", "C", "O", "S", "O", "O", "O", "H", "H", "H", "H", "C", "C", "C", "O", "C", "H", "H", "H", "H", "H", "H", "H", "H", "C", "C", "C", "O", "C", "H", "H", "H", "H", "H", "H", "H", "H", "C", "C", "C", "O", "C", "H", "H", "H", "H", "H", "H", "H", "H"],
  "xyz": [[2.6475, -1.4778, -9.1018], [2.6267, -1.1654, -7.9378], [3.0793, -2.6505, -9.4685], [2.1930, -0.8090, -10.1081], [3.7014, -3.0912, -8.8060], [2.9141, -2.9826, -10.4079], [1.4379, -0.1741, -9.8920], [2.0531, -1.2675, -10.9971], [7.3369, -2.6933, 1.4994], [7.2334, -3.3249, 0.5059], [8.3733, -2.6494, 2.2638], [6.4119, -1.9727, 2.0109], [9.2230, -3.1465, 2.0381], [8.5080, -1.8176, 2.8206], [5.4388, -2.2165, 1.8936], [6.7465, -1.4007, 2.7731], [8.0165, -0.8266, -4.9078], [8.2248, -0.0210, -5.7851], [8.8518, -1.1905, -4.0197], [6.8399, -1.1205, -4.5632], [9.7575, -0.7704, -4.1729], [8.6096, -2.0147, -3.4886], [6.0843, -0.7158, -5.0975], [6.6371, -1.8679, -3.9148], [-2.3977, 1.4432, -6.9518], [-1.7090, 1.8529, -7.8476], [-3.5976, 1.7223, -6.8035], [-2.0481, 0.4962, -6.1175], [-4.1626, 2.2326, -7.4672], [-4.1239, 1.3839, -6.0107], [-2.6947, 0.1493, -5.4235], [-1.0725, 0.2350, -6.1008], [-2.9409, -6.3171, -1.5910], [-4.0464, -6.6101, -1.2930], [-1.9934, -7.1278, -1.3131], [-2.5405, -5.2514, -2.2047], [-2.1723, -7.9342, -0.7320], [-1.0327, -6.9194, -1.5447], [-3.2784, -4.5955, -2.4176], [-1.5568, -5.0567, -2.3251], [-0.6283, 6.3559, 4.7943], [0.4431, 6.7248, 5.2851], [-0.6717, 5.4027, 3.8831], [-1.7487, 6.8887, 5.0156], [-1.5622, 5.1467, 3.4811], [0.2176, 4.9794, 3.6596], [-1.8883, 7.5620, 5.7554], [-2.4983, 6.6745, 4.3735], [3.9032, -7.5801, -3.1014], [3.0012, -6.8201, -2.7942], [3.7607, -8.7134, -3.6995], [5.1419, -7.1615, -3.2470], [4.5387, -9.3185, -3.9205], [2.8912, -8.8708, -4.1886], [5.4996, -6.3384, -2.7838], [5.7770, -7.8901, -3.5402], [3.4286, 3.9602, -5.7554], [3.0091, 3.3983, -4.7837], [2.7066, 4.1737, -6.8797], [4.6503, 4.3875, -5.8743], [1.7562, 3.8502, -6.9903], [3.2014, 4.5250, -7.6870], [5.3142, 4.2133, -5.1333], [4.9032, 4.7446, -6.7845], [1.0342, -0.7473, -0.2183], [0.9791, -1.3658, 0.8347], [1.7352, -1.0691, -1.2294], [0.3096, 0.3276, -0.3932], [2.0209, -2.0359, -1.2914], [1.7318, -0.3979, -1.9841], [-0.2936, 0.6797, 0.3364], [0.2267, 0.7893, -1.2877], [1.9167, -6.8262, 3.6299], [1.9432, -7.8271, 4.3061], [1.0135, -5.9030, 3.6154], [2.7575, -6.6312, 2.6777], [1.1937, -5.0670, 3.0781], [0.2516, -6.0349, 4.2651], [2.6682, -5.8595, 2.0323], [3.5636, -7.2350, 2.7535], [-9.8780, 2.6171, 3.6931], [-9.9733, 3.5166, 2.4838], [-8.6572, 3.8568, 2.0274], [-7.5688, 3.8276, 3.2950], [-7.7039, 5.0578, 4.0897], [-6.2336, 3.3480, 2.8348], [-8.4552, 2.6357, 4.0342], [-10.3214, 1.6537, 3.4411], [-10.4385, 3.0431, 4.5252], [-10.5626, 4.4190, 2.6466], [-10.4578, 3.1866, 1.5648], [5.1069, 3.9553, 0.7948], [6.4190, 3.6298, 0.0597], [7.1090, 4.8239, 0.0084], [6.1564, 6.1665, 0.2486], [5.4352, 6.6053, -0.9670], [6.7673, 7.2245, 1.0520], [5.1472, 5.2957, 1.1933], [5.0887, 3.3607, 1.7081], [4.1905, 3.8250, 0.2193], [6.1979, 3.3203, -0.9618], [7.0939, 2.9919, 0.6306], [-1.6347, 7.9596, -3.0905], [-0.9551, 6.9703, -2.1971], [-1.9057, 5.9694, -1.7627], [-3.3776, 6.7379, -1.6352], [-3.4932, 7.4768, -0.3782], [-4.5512, 5.8909, -1.9673], [-3.0482, 7.8138, -2.8614], [-1.4593, 7.7327, -4.1421], [-1.5041, 8.9957, -2.7782], [-0.6721, 7.4523, -1.2613], [-0.0824, 6.5123, -2.6628], [-7.9814, -1.8888, -2.4103], [-7.5479, -1.4805, -1.0142], [-6.2401, -0.7772, -1.2448], [-5.8788, -0.9091, -2.6201], [-7.1290, -0.9304, -3.2668], [-9.0287, -1.9039, -2.7120], [-7.5219, -2.8476, -2.6503], [-7.4959, -2.2877, -0.2836], [-8.2834, -0.7521, -0.6726], [-5.5204, -1.2416, -0.5706], [-6.4024, 0.2186, -0.8324], [-6.9289, -1.1653, -4.3123], [-7.4447, 0.1021, -3.4161], [-4.6964, -2.1487, 6.6798], [-4.0759, -2.7496, 7.9278], [-3.6246, -4.1745, 7.5414], [-3.8096, -4.1547, 6.1059], [-3.8921, -2.8255, 5.6556], [-4.7182, -1.0645, 6.5702], [-5.7307, -2.4456, 6.5055], [-4.7323, -2.7269, 8.7977], [-3.1992, -2.1680, 8.2128], [-4.3487, -4.8932, 7.9253], [-2.6474, -4.4735, 7.9205], [-4.3868, -2.7513, 4.6872], [-2.8419, -2.5622, 5.5297], [1.9808, 0.7522, 7.1701], [1.2892, 1.0648, 8.4121], [2.0253, 0.1697, 9.4027], [2.3458, -1.0138, 8.6262], [2.1528, -0.7429, 7.2969], [2.9677, 1.2149, 7.1635], [1.5369, 1.0132, 6.2094], [0.2241, 0.8341, 8.3879], [1.4862, 2.1229, 8.5843], [1.3722, -0.1511, 10.2143], [2.9383, 0.6259, 9.7853], [1.2143, -1.1100, 6.8814], [3.0190, -1.0774, 6.7261]],
  "forces_ev_per_angstrom": [[-0.115, -0.948, 2.402], [0.108, 1.326, 1.541], [1.927, -3.676, -0.696], [-2.703, 3.592, -3.387], [-0.249, -0.413, -0.475], [0.585, -0.255, 0.466], [0.233, 0.277, 0.009], [0.187, 0.115, 0.205], [0.007, -1.108, -1.381], [-0.298, -2.577, -3.286], [5.795, -0.011, 2.816], [-4.437, 3.643, 1.921], [-0.250, 0.212, -0.323], [0.251, -0.472, 0.132], [0.255, 0.459, -0.070], [-1.346, -0.142, 0.136], [0.364, 3.640, -2.212], [1.106, 0.971, -1.898], [4.928, -1.724, 2.702], [-7.581, -2.259, 0.687], [0.308, -0.922, 0.542], [1.032, 0.357, 0.308], [0.045, -0.426, 0.023], [-0.232, 0.383, -0.123], [4.012, -1.356, -1.861], [1.850, 1.112, -1.573], [-9.287, 2.851, 1.024], [2.448, -2.639, 2.568], [0.650, 0.079, 0.012], [0.103, 0.112, -0.257], [0.567, -0.062, -0.122], [-0.292, -0.092, 0.207], [-0.553, -0.598, 0.389], [-4.687, 0.002, 0.694], [5.151, -3.893, 1.368], [0.279, 3.961, -2.149], [-0.045, 0.298, -0.259], [-0.156, -0.284, 0.199], [0.589, 0.205, -0.143], [-0.547, 0.321, -0.102], [5.757, -0.088, 0.158], [-0.194, -0.271, 0.443], [0.239, -2.090, -1.753], [-5.900, 2.726, 1.348], [0.644, -0.451, -0.155], [-0.531, -0.074, -0.255], [0.147, -0.120, -0.392], [-0.192, 0.357, 0.586], [-1.201, 4.069, -0.517], [-0.877, -0.154, 0.964], [-1.849, -5.088, -1.729], [3.809, 0.793, 0.670], [-0.388, 0.218, -0.048], [0.119, -0.253, 0.426], [-0.163, -0.331, 0.084], [0.503, 0.782, 0.194], [-1.893, -0.985, -0.563], [-1.047, -0.839, 1.959], [-0.838, 0.487, -1.310], [3.317, 1.386, -0.470], [0.380, -0.047, 0.191], [-0.603, -0.167, 0.035], [-0.098, 0.116, -0.427], [0.730, -0.011, 0.648], [-1.914, -0.640, 4.267], [0.270, -0.820, 0.687], [2.936, -1.408, -3.946], [-2.306, 3.750, -0.471], [0.300, 0.439, -0.379], [0.445, -0.892, -0.370], [0.342, -0.332, -0.061], [-0.009, -0.117, 0.250], [-0.523, -2.107, 0.697], [-0.181, -1.037, 1.627], [-3.570, 2.552, 1.239], [4.383, 0.076, -3.223], [-0.731, -0.042, 0.549], [-0.022, 0.654, -0.290], [0.545, -0.456, 0.088], [0.073, 0.397, -0.719], [0.477, 0.870, -0.090], [-0.503, 1.608, -1.601], [1.791, 0.250, 1.142], [-0.343, 0.079, -0.436], [0.520, -2.597, -1.687], [-4.238, 1.219, 1.413], [0.625, -0.225, -0.090], [0.981, -0.443, 0.366], [0.194, -0.057, 0.043], [0.404, 0.352, 0.683], [0.115, -1.062, 0.260], [-0.437, -1.049, 0.587], [-0.871, -0.206, -0.278], [0.945, 3.920, -0.366], [-1.428, 1.259, -0.315], [1.919, -1.635, 2.420], [-0.613, -2.803, -1.529], [0.813, 1.858, -0.163], [-0.414, 0.048, -0.023], [0.245, -0.379, -0.196], [0.250, -0.526, 0.129], [-0.428, -0.498, -0.304], [-1.379, 0.348, -0.185], [0.710, -0.039, 1.754], [-1.882, 0.494, -0.583], [-2.046, 0.193, 0.184], [0.915, -1.237, -2.100], [3.748, 1.805, 0.256], [-1.144, -1.768, 1.165], [0.014, 0.415, 0.029], [0.955, -0.097, -0.487], [0.456, 0.156, -0.146], [-0.314, -0.304, 0.122], [1.066, -0.114, -1.535], [-1.842, 0.019, -0.113], [0.752, -0.426, 1.432], [0.090, 0.373, 1.259], [0.194, 0.431, -1.191], [-0.014, 0.075, 0.494], [-0.372, -0.324, 0.045], [-0.029, -0.063, -0.227], [-0.038, -0.052, 0.384], [0.626, 0.065, -0.546], [0.562, 0.666, -0.861], [-0.140, -0.980, 0.016], [-0.815, 0.329, 0.817], [-0.400, 0.591, 0.396], [0.338, 0.491, 1.340], [-1.906, 0.819, -0.637], [0.254, -1.782, 0.147], [0.876, -0.639, -1.273], [0.400, 0.088, 0.426], [-0.100, -0.286, 0.318], [-0.059, -0.148, -0.018], [0.065, 0.173, -0.044], [0.077, -0.195, -0.013], [0.296, 0.257, -0.525], [0.156, -0.516, -0.173], [0.022, 1.153, 0.051], [1.540, -0.554, -1.945], [-0.242, 1.336, 1.303], [-0.658, -0.604, -0.331], [0.115, -0.025, 1.804], [0.059, 0.642, -1.951], [0.144, 0.204, 0.120], [-0.385, 0.127, 0.200], [-0.012, 0.126, 0.012], [-0.621, 0.076, 0.602], [0.220, 0.101, 0.182], [0.048, -0.031, 0.041], [-0.050, -1.014, 0.126], [-0.168, -0.381, -0.173]],
  "mulliken_charge": [0.613, -0.655, -0.390, -0.408, 0.225, 0.152, 0.266, 0.195, 0.620, -0.631, -0.424, -0.309, 0.221, 0.160, 0.211, 0.153, 0.684, -0.683, -0.405, -0.369, 0.224, 0.194, 0.211, 0.143, 0.700, -0.684, -0.315, -0.367, 0.215, 0.108, 0.125, 0.223, 0.684, -0.659, -0.374, -0.368, 0.212, 0.127, 0.213, 0.167, 0.698, -0.698, -0.393, -0.347, 0.160, 0.208, 0.215, 0.162, 0.683, -0.657, -0.387, -0.374, 0.171, 0.212, 0.218, 0.135, 0.665, -0.655, -0.370, -0.353, 0.210, 0.140, 0.220, 0.144, 0.704, -0.704, -0.352, -0.388, 0.224, 0.172, 0.200, 0.145, 0.719, -0.673, -0.368, -0.385, 0.149, 0.196, 0.160, 0.206, -0.165, -0.318, -0.348, 1.096, -0.527, -0.489, -0.335, 0.270, 0.260, 0.252, 0.302, -0.223, -0.171, -0.334, 1.052, -0.520, -0.510, -0.298, 0.229, 0.282, 0.236, 0.253, -0.218, -0.321, -0.283, 1.047, -0.526, -0.523, -0.315, 0.269, 0.249, 0.283, 0.333, -0.455, -0.505, -0.364, -0.382, -0.496, 0.358, 0.201, 0.323, 0.209, 0.321, 0.235, 0.286, 0.268, -0.395, -0.544, -0.378, -0.407, -0.434, 0.333, 0.232, 0.338, 0.198, 0.253, 0.271, 0.274, 0.259, -0.597, -0.466, -0.404, -0.398, -0.376, 0.252, 0.360, 0.269, 0.291, 0.260, 0.273, 0.251, 0.284]
}